# C6H10OS

One molecule with the formula C6H10OS in a non-equilibrium geometry (the ωB97M-V functional and the def2-TZVPD basis, the OMol25 dataset).

Lowest unoccupied orbital energy (eV): 0.649
SMILES string: C=C[C@@]1(CO)C[C@@H]1S
Orbital gap (eV): 9.9
HOMO level (eV): -9.27

Each line ends with the Löwdin charge.
Positions of all 18 atoms, in Å:
C: 0.19867 1.32567 -0.53595  -0.233
C: -0.18713 0.09330 0.27929  -0.550
C: 0.31837 0.06081 1.68599  -0.016
C: 0.78346 -0.99098 0.56266  -0.505
C: -1.61284 0.02983 -0.11573  -0.166
C: -2.13600 -1.03096 -0.74165  0.002
H: 2.18325 1.10537 -0.86308  0.032
H: -0.47474 2.24694 -0.44434  0.147
H: -0.16871 0.94445 -1.55196  0.134
H: -0.03756 -0.24898 2.68365  0.102
H: 0.98973 1.08284 1.79622  0.160
H: 0.25776 -1.90271 0.56632  0.074
H: 3.10398 -1.62756 0.19594  -0.125
H: -2.39992 0.80216 -0.03909  0.122
H: -3.19041 -1.07309 -1.18969  0.082
H: -1.38161 -1.63031 -1.30779  0.076
O: 1.57543 1.83761 -0.42577  -0.163
S: 2.17826 -1.02441 -0.55503  0.828

=====

# C17H24N2O2

One molecule with the formula C17H24N2O2 (the ωB97M-V functional and the def2-TZVPD basis, the OMol25 dataset).

Lowest unoccupied orbital energy (eV): 0.468
SMILES string: COc1ccc(/C=C/C(=O)NCCCN2CCCC2)cc1
Orbital gap (eV): 8.6
HOMO level (eV): -8.12

Each line ends with the Löwdin charge.
Positions of all 45 atoms, in Å:
C: 6.09549 -3.32637 5.01540  -0.088
H: 6.61260 -2.36501 4.93311  0.096
O: 4.69773 -3.16403 4.99933  -0.081
C: 4.11761 -2.61152 3.90195  -0.275
C: 4.79666 -2.18448 2.76463  -0.017
C: 4.09381 -1.63730 1.70894  -0.025
C: 2.70621 -1.49291 1.74463  -0.225
C: 2.03773 -1.92826 2.89503  -0.020
C: 2.72684 -2.47608 3.95029  0.002
H: 2.21376 -2.81380 4.83714  0.118
H: 0.96466 -1.83902 2.96028  0.106
C: 2.03005 -0.91006 0.60592  -0.026
C: 0.72410 -0.64927 0.47219  -0.006
C: 0.21114 -0.04742 -0.77357  -0.508
O: 0.91340 0.22249 -1.73179  0.047
N: -1.13295 0.15959 -0.77442  0.048
H: -1.65961 -0.00564 0.06815  0.134
C: -1.82084 0.81076 -1.86392  -0.192
C: -2.24433 2.23270 -1.48833  -0.159
C: -2.85505 3.03078 -2.64544  -0.212
N: -4.27012 2.78103 -2.80923  -0.180
C: -4.62793 1.54826 -3.50589  -0.191
C: -5.87776 1.86641 -4.34123  -0.168
H: -5.61583 1.94639 -5.39700  0.106
H: -6.64748 1.10393 -4.23813  0.103
C: -6.32561 3.22761 -3.81143  -0.179
H: -6.93185 3.10318 -2.91450  0.110
H: -6.88589 3.80558 -4.54359  0.106
C: -4.99616 3.86929 -3.44284  -0.211
H: -5.10138 4.69963 -2.74110  0.118
H: -4.48733 4.23979 -4.35007  0.123
H: -4.84139 0.77317 -2.76278  0.108
H: -3.80898 1.19257 -4.14686  0.114
H: -2.28675 2.83050 -3.57156  0.126
H: -2.74825 4.09360 -2.41317  0.117
H: -1.35522 2.75913 -1.13469  0.114
H: -2.97065 2.20076 -0.67389  0.113
H: -1.11390 0.83891 -2.69669  0.121
H: -2.68795 0.20906 -2.14657  0.107
H: 0.00560 -0.86075 1.25051  0.096
H: 2.65917 -0.65150 -0.23802  0.120
H: 4.63390 -1.31036 0.83213  0.116
H: 5.86922 -2.27421 2.69126  0.103
H: 6.43230 -3.99093 4.21335  0.096
H: 6.32845 -3.77844 5.97818  0.093

=====

Among the records above, which one has the lowest lowest unoccupied orbital energy?
C17H24N2O2